Entry from the OMol25 dataset: a 2-piece molecular cluster, C3H11NO2S overall (wB97M-V/def2-TZVPD).

Each line ends with the natural charge from an NBO analysis.
CARTESIAN COORDINATES (ANGSTROEM)
H  -1.7194  -1.9353  0.9153  0.3428
C  -1.0413  0.4950  1.7376  -0.0970
H  1.1588  -0.2754  -2.5400  0.1617
H  0.9336  0.5472  0.0117  0.2252
H  -0.2096  -2.0008  0.3911  0.3679
O  -2.1133  0.1040  2.6080  -0.6949
H  4.2263  0.7097  -2.5438  0.4690
N  -1.1294  -1.5151  0.2426  -0.8357
C  -0.0511  0.6714  -0.4823  -0.5383
H  3.7094  -0.2026  -1.5633  0.4622
O  3.5110  0.0650  -2.4923  -0.9274
H  -0.4132  1.7551  -0.4115  0.2292
H  -2.2408  0.2897  -0.0588  0.2040
C  -1.1909  -0.0421  0.3160  -0.1026
H  -2.2691  -0.6439  2.0631  0.4431
H  -0.1146  0.0073  2.1493  0.1539
S  -0.0461  0.3372  -2.2649  -0.0543
H  -1.0003  1.6335  1.9223  0.1911

Calculated values
Energy relative to the best compared isomer or geometry (same formula, charge and spin)   31.42 kcal per mole
SMILES string   N[C@@H](CO)CS.O
Gap between HOMO and LUMO   0.337 hartree
Total charge   0

***

Entry from the OMol25 dataset: a 4-piece molecular cluster, CH10N2O3 overall (wB97M-V/def2-TZVPD).

Each line ends with the Löwdin spin population.
CARTESIAN COORDINATES (ANGSTROEM)
O  -0.6409  1.5588  1.5961  0.0448
N  -0.0830  -2.1656  -0.3368  0.5827
O  1.1746  1.6300  -0.3422  0.0020
H  0.2858  -1.0375  -1.7642  -0.0005
H  -0.8386  0.3175  -0.2256  0.0042
H  2.0840  1.8369  -0.1169  0.0001
H  -0.6069  -1.8904  1.7508  0.0009
H  -0.4118  1.9544  2.4438  0.0016
H  0.0167  1.9256  0.9589  0.0000
H  -0.9681  0.2833  1.5240  0.0065
H  0.1919  -0.3781  -3.2232  -0.0001
H  1.1211  1.1154  -1.1505  -0.0001
N  -0.9273  -0.2411  0.6364  0.3258
H  -0.3332  -3.1483  -0.1760  0.0142
C  -0.5098  -1.5017  0.7291  0.0139
O  0.4455  -0.2592  -2.3037  0.0039

Calculated values
Energy relative to the best compared isomer or geometry (same formula, charge and spin)   19.65 kcal per mole
<S²>   0.78
Multiplicity   2
Gap between HOMO and LUMO (spin up / spin down)   0.434 / 0.285 hartree
Total charge   +1

***

Entry from the OMol25 dataset: C22H24AuBrFN4O3 as an isolated structure (wB97M-V/def2-TZVPD).

Each line ends with the Mulliken charge.
CARTESIAN COORDINATES (ANGSTROEM)
C  0.3063  -0.1505  -3.1126  0.3096
N  -1.4792  0.1307  5.4687  0.1841
C  -2.6574  -0.0257  4.7919  -0.8568
Br  -1.5669  -0.2703  -2.9581  -0.1344
C  -7.5062  -0.9315  4.7913  -0.6511
H  -0.7038  1.1042  7.1166  0.3533
H  -8.8775  -2.5510  5.2361  0.4002
C  2.3299  0.0238  -2.0621  -0.2271
C  -3.9056  -0.1980  5.4198  -0.1795
C  -0.6420  -1.0199  7.4617  -1.0616
H  -8.4874  -2.4709  7.6220  0.3581
N  -6.3293  -0.3373  5.3633  0.1262
C  -1.3274  0.2284  6.9115  -0.7465
H  -3.9420  -0.3210  6.4899  0.5495
H  -8.9098  -0.9650  7.0439  0.3844
C  3.0281  -0.0044  -3.2633  0.5235
O  1.5820  0.0724  1.7474  -0.6694
H  0.5912  0.3030  5.3480  0.6784
N  1.0051  -0.0419  -1.9877  -0.5892
F  -6.1369  -0.1010  2.5573  -0.3910
C  -0.1747  0.1503  3.4226  -0.5685
C  0.9003  -0.1836  -4.3614  -0.5293
H  2.8431  0.1020  -1.1150  0.6399
H  -7.3686  0.8389  6.7336  0.2773
C  -0.3207  0.1942  4.7717  -0.2204
C  4.5162  0.0848  -3.2578  -1.3370
C  -7.9541  -2.1304  5.6364  -0.7429
H  -6.1494  -1.8398  7.5937  0.3956
O  2.1329  0.3061  3.8746  -0.7413
C  -2.6075  -0.0129  3.3821  0.2429
H  -5.6610  0.5983  7.1006  0.5491
C  -5.0987  -0.2329  4.7108  0.1996
C  -6.5479  0.1051  6.7091  -0.9537
H  4.9231  0.0551  -4.2644  0.3642
C  2.2799  -0.1064  -4.4336  -0.2672
H  -7.1817  -2.9010  5.6415  0.3535
H  -7.3178  -1.2807  3.7801  0.4626
H  4.9429  -0.7338  -2.6809  0.3323
H  0.3350  -1.1412  7.0006  0.3868
C  -6.9336  -1.0808  7.6036  -0.6583
H  -1.2272  -1.9109  7.2446  0.2917
C  -3.8038  -0.0752  2.6675  -0.6854
H  -2.2927  0.3908  7.3906  0.3814
C  -5.0078  -0.1356  3.3104  0.2896
H  -3.7569  -0.0466  1.5906  0.5519
H  0.2888  -0.2698  -5.2429  0.3974
C  1.3280  0.1871  2.9640  0.3955
N  -8.1733  -1.6845  7.0424  -0.0992
H  -7.1078  -0.7546  8.6299  0.4099
H  2.7646  -0.1295  -5.3971  0.3908
H  4.8274  1.0092  -2.7749  0.3300
H  -0.5048  -0.9317  8.5358  0.3989
C  -1.3548  0.0961  2.6202  1.5310
H  -8.3252  -0.1993  4.7404  0.2678
Au  0.1584  0.0844  -0.0628  0.7027
O  -1.4536  0.1589  1.3793  -1.0998

Calculated values
Gap between HOMO and LUMO   0.220 hartree
Total charge   +1

***

Entry from the OMol25 dataset: C42H37As2IrN2Se as an isolated structure (wB97M-V/def2-TZVPD).

Each line ends with the Löwdin spin population.
CARTESIAN COORDINATES (ANGSTROEM)
N  -3.1735  0.9005  0.3136  0.0515
As  1.8719  0.5881  0.4263  0.3100
As  -0.2078  -2.5373  -0.1315  0.0516
C  0.6756  2.8839  3.7076  0.0014
H  1.9088  6.3911  1.8970  -0.0017
C  -1.7298  -5.6934  2.1010  0.0001
H  3.5275  2.8590  -0.5713  0.0080
H  -5.8473  3.6428  0.1014  0.0003
C  1.1962  7.2028  0.0304  0.1421
C  -5.0867  2.8741  0.1657  0.0067
H  4.0361  2.1848  1.9127  0.0000
C  -4.7583  -0.8883  0.0201  0.0170
H  0.7599  -2.8366  -5.8221  0.0001
H  -0.1966  1.6190  2.2237  0.0116
H  1.6811  4.0462  1.1701  0.0034
C  1.9147  1.8165  1.9244  0.0137
H  0.4643  7.7517  -1.9236  -0.0014
N  -3.6802  -1.6844  -0.1165  0.1600
H  -1.3779  -7.7957  1.8745  0.0000
H  -2.9475  -3.5945  -0.4350  0.0014
H  0.4115  -5.3013  -1.1058  0.0000
C  3.0554  3.2023  3.5291  0.0009
C  -6.2003  -2.7810  -0.1798  0.0041
H  -6.4821  1.2623  -0.0409  0.0001
C  0.0980  -2.6149  -2.0290  0.0109
H  -2.3115  -5.8072  3.0072  0.0000
C  -1.1991  -6.8095  1.4662  0.0002
C  5.3968  2.0752  -1.2551  0.0024
C  5.6680  -0.3122  -1.1025  0.0022
C  -0.6849  -3.4491  -2.8216  0.0008
C  1.3309  -1.9098  -3.9718  0.0007
H  1.8343  4.0851  5.0576  0.0000
H  -6.8961  -0.7800  0.1447  0.0009
C  3.6235  0.7154  -0.3555  0.0315
H  -1.0391  -4.1881  -4.8016  0.0001
C  1.0962  -1.8312  -2.6063  0.0037
H  2.9251  -1.1548  1.8528  0.0112
H  1.6002  -3.2373  1.3820  0.0022
H  7.1568  1.0189  -1.8806  0.0008
H  1.7079  -1.1750  -2.0062  0.0031
H  -3.4304  4.2447  0.3845  0.0001
H  -0.0243  -7.5394  -0.1792  0.0000
H  -5.1829  -4.6535  -0.5151  0.0008
Se  0.7813  2.8686  -1.4356  0.9830
C  -3.7505  3.2135  0.3201  0.0020
C  -6.0317  -1.4140  0.0052  0.0047
C  1.4181  4.8561  0.5013  0.0827
C  1.8541  3.4538  4.1768  0.0001
H  5.7901  3.0485  -1.5224  -0.0002
C  -5.0898  -3.5875  -0.3533  0.0055
C  4.3928  -0.4274  -0.5632  0.0147
H  6.2729  -1.1990  -1.2478  0.0000
C  -1.5050  -4.4302  1.5751  0.0019
C  4.1220  1.9655  -0.7207  0.0241
C  1.9144  -1.1043  1.4494  0.1104
C  -0.1981  -5.4058  -0.2185  -0.0002
C  -5.4444  1.5358  0.0869  -0.0002
H  -1.9216  -3.5598  2.0686  0.0018
C  -4.4706  0.5623  0.1582  0.0112
C  0.7131  2.0699  2.5845  0.0060
H  4.0221  -1.4084  -0.2992  0.0012
C  1.5413  6.1634  0.9043  0.0050
H  3.9731  3.6346  3.9066  0.0002
H  2.1168  -1.3126  -4.4201  0.0001
C  6.1673  0.9346  -1.4489  0.0161
H  -1.7757  2.4143  0.5413  0.0140
C  0.9460  4.5862  -0.8060  0.1607
C  -2.8254  2.2002  0.3961  0.0297
C  -3.8399  -3.0025  -0.3104  0.0167
C  -0.4428  -3.5257  -4.1857  0.0007
H  1.2375  -0.9394  2.2837  0.0041
H  -0.2593  3.0759  4.2198  0.0000
H  1.2976  8.2307  0.3596  0.0066
Ir  -1.7208  -0.6802  0.4066  2.5034
H  -7.1961  -3.2055  -0.1908  0.0002
C  -0.7428  -4.2934  0.4164  -0.0014
C  0.5973  5.6377  -1.6899  0.1012
C  1.5737  -2.3982  0.6940  0.0256
H  0.2470  5.4198  -2.6918  0.0057
C  0.7241  6.9373  -1.2599  0.0045
C  3.0920  2.3842  2.4023  0.0034
C  -0.4387  -6.6673  0.3113  -0.0002
H  -1.4688  -4.0514  -2.3824  0.0001
C  0.5660  -2.7629  -4.7586  0.0008
H  2.2775  -2.6076  -0.1045  0.0012

Calculated values
Energy relative to the best compared isomer or geometry (same formula, charge and spin)   23.54 kcal per mole
<S²>   8.79
Multiplicity   6
Gap between HOMO and LUMO (spin up / spin down)   0.259 / 0.186 hartree
Total charge   +3

***

Entry from the OMol25 dataset: C8H12S as an isolated structure (wB97M-V/def2-TZVPD).

Each line ends with the natural charge from an NBO analysis.
CARTESIAN COORDINATES (ANGSTROEM)
C  -2.0101  -0.7679  0.4847  -0.4388
H  -2.9286  -1.0017  0.7791  0.2094
H  1.4299  -2.2509  -1.8048  0.2309
C  -2.7082  1.5496  -0.3083  -0.6235
C  -1.7216  0.4664  -0.0503  -0.0387
H  2.3372  -2.1291  -0.3966  0.2152
H  -2.0598  2.5463  -0.4073  0.2201
H  -3.4912  1.5489  0.4885  0.2273
H  2.1689  -0.9362  -1.5784  0.2255
S  -0.8776  -2.0484  0.1543  0.3731
C  0.5825  -1.1110  -0.1083  -0.1184
C  0.8066  0.0435  0.7653  -0.2712
H  2.7857  0.2923  0.0348  0.2062
H  2.5857  0.1144  1.7289  0.2257
C  -0.2499  0.7163  -0.1877  -0.2230
C  1.6642  -1.6596  -0.9907  -0.6572
H  -3.1902  1.2814  -1.1735  0.2174
H  0.2929  1.3152  -0.9082  0.2077
H  2.0990  1.7241  0.8409  0.2148
C  2.2279  0.5661  0.8406  -0.6078
H  0.2566  -0.2597  1.7969  0.2051

Calculated values
Energy relative to the best compared isomer or geometry (same formula, charge and spin)   81.53 kcal per mole
Gap between HOMO and LUMO   0.320 hartree
Total charge   0

***

Entry from the OMol25 dataset: C22H17BF4IN3O5Sn as an isolated structure (wB97M-V/def2-TZVPD).

Each line ends with the natural charge from an NBO analysis.
CARTESIAN COORDINATES (ANGSTROEM)
N  -1.6559  -0.9786  0.0905  -0.9460
I  -1.3333  -6.4898  0.5502  0.0952
C  1.7640  5.0055  -0.4418  -0.0714
O  1.9409  7.0876  0.5155  -0.7072
Sn  0.1586  -0.4462  1.1974  1.5654
O  -2.2667  3.8701  0.1459  -0.3985
C  0.0738  3.4237  0.0823  -0.0434
H  -3.8513  3.6500  1.4473  0.2234
C  2.2425  6.5354  -0.5490  0.7688
C  -3.8321  -1.7934  -0.5213  -0.0296
O  0.3603  -2.7834  1.7738  -0.7410
C  -5.5321  -3.9668  -0.9379  -0.2037
N  0.9626  2.3959  0.0745  -0.4342
H  -4.6829  0.2432  -1.8444  0.2385
H  1.0051  -5.1732  -0.1822  0.4106
C  0.1979  -3.8296  1.1244  0.6874
C  2.2227  2.6732  -0.1714  0.0554
H  3.6493  4.1080  -0.9496  0.2477
C  -3.5002  3.1819  0.5267  0.0246
O  -1.5861  1.8971  0.7902  -0.4262
C  -1.1579  -4.4773  1.2295  -0.6188
F  2.8185  -0.8290  1.7175  -0.5632
C  -1.2621  3.0754  0.3242  0.8310
C  -2.8626  -0.7012  -0.1717  0.2407
H  -6.9572  -2.8742  0.2333  0.2182
H  -6.1883  -4.8132  -1.0916  0.2201
H  -5.4631  -0.9429  0.5836  0.2100
C  -3.4608  0.6878  -0.2104  -0.0789
H  2.9073  1.8300  -0.1588  0.2256
F  3.3547  -2.6834  0.4423  -0.5548
H  2.0303  -3.8381  0.2956  0.4542
C  0.4659  4.7649  -0.0433  -0.0945
C  -5.9632  -2.8780  -0.1954  -0.2084
C  -4.3392  1.0126  -1.1647  -0.1706
C  -3.4114  -2.8865  -1.2754  -0.2284
F  4.2236  -0.6113  -0.0846  -0.5356
H  -2.4160  -2.8685  -1.7031  0.2309
C  -5.1250  -1.7905  -0.0003  -0.2281
N  1.1493  -4.3450  0.3691  -0.7618
H  -3.3086  1.3997  1.7889  0.2275
C  -4.2586  -3.9610  -1.4916  -0.1965
H  -1.8437  -3.8703  0.6439  0.2715
C  2.6550  3.9583  -0.5523  -0.1561
H  -4.8810  4.3745  -0.6893  0.2333
H  -5.5970  2.5138  -2.1263  0.2331
B  3.1614  -1.3047  0.4244  1.3577
H  -1.4764  -4.4539  2.2661  0.2570
H  -3.9212  -4.8034  -2.0806  0.2213
C  -3.0281  1.7337  0.7888  0.0506
C  -4.5057  3.3686  -0.5585  -0.1928
C  -4.8735  2.3581  -1.3368  -0.1802
O  2.7864  6.8303  -1.6045  -0.6924
F  1.9751  -1.0387  -0.4013  -0.5855
H  -0.2159  5.5716  0.1921  0.2482

Calculated values
Energy relative to the best compared isomer or geometry (same formula, charge and spin)   15.62 kcal per mole
Gap between HOMO and LUMO   0.219 hartree
Total charge   0